The following is a quantum chemistry calculation of a molecular structure, C36H27Br2FeN7O3S, from the Open Molecules 2025 dataset.

## Properties
Total charge   0
HOMO level (spin up / spin down)   -6.4078 / -6.3947 eV
E_LUMO (spin up / spin down)   0.0067 / 0.0067 Eh
Energy relative to the best compared isomer or geometry (same formula, charge and spin)   1.9 kJ/mol

Cartesian coordinates (Å):
Fe: 0.0525 0.1413 0.1414
Br: -2.9668 -2.3150 -3.2585
C: -3.2948 -1.8008 -1.4661
C: -4.5341 -2.0823 -0.8878
C: -4.8069 -1.7364 0.4076
Br: -6.5068 -2.1607 1.1435
C: -3.8319 -1.0809 1.1933
C: -3.9899 -0.7042 2.5452
C: -2.9544 -0.0966 3.1980
C: -1.7567 0.1558 2.5131
N: -1.5832 -0.1687 1.2492
C: -2.5901 -0.7870 0.5883
C: -2.2673 -1.1456 -0.7733
O: -1.1234 -0.8717 -1.2376
H: -5.2839 -2.5889 -1.4806
H: -4.9250 -0.9074 3.0494
H: -3.0409 0.2008 4.2350
H: -0.9317 0.6549 3.0040
N: 2.0152 -3.0675 2.2388
C: 2.0946 -2.0662 3.1830
C: 1.5387 -0.9782 2.5955
N: 1.1190 -1.2948 1.3185
C: 1.4243 -2.5642 1.1345
C: 1.1945 -3.2700 -0.1151
N: 0.8969 -2.5943 -1.1852
C: 0.6481 -3.5098 -2.1679
C: 0.8035 -4.7734 -1.6695
N: 1.1534 -4.6166 -0.3444
H: 2.3697 -4.0016 2.3423
H: 2.5265 -2.2244 4.1547
H: 1.4113 0.0170 2.9846
H: 0.3222 -3.2097 -3.1505
H: 0.6809 -5.7490 -2.1085
H: 1.2532 -5.3584 0.3251
O: -0.8715 1.7188 -0.5499
C: -0.9145 1.9980 -1.8226
C: -2.0629 2.6253 -2.3487
C: -2.1508 2.9841 -3.6776
C: -1.0976 2.7320 -4.5574
C: 0.0362 2.1148 -4.0683
C: 0.1540 1.7547 -2.7226
C: 1.3839 1.1344 -2.2408
N: 1.5505 0.4588 -1.1179
C: 2.8604 0.0469 -1.0709
C: 3.5102 0.4766 -2.1818
N: 2.5623 1.1577 -2.9153
H: -2.8877 2.7969 -1.6668
H: -3.0569 3.4519 -4.0460
H: -1.1763 2.9936 -5.6047
H: 0.8424 1.8891 -4.7600
H: 3.2449 -0.5315 -0.2461
H: 4.5298 0.3640 -2.5071
H: 2.7101 1.6508 -3.7769
O: 0.7164 1.7231 1.7681
S: 0.1322 3.0770 1.4157
C: 0.7969 4.1471 2.6997
C: 1.9302 3.7910 3.4110
C: 2.4150 4.6492 4.3854
C: 1.7663 5.8525 4.6423
C: 0.6240 6.1948 3.9320
C: 0.1297 5.3343 2.9607
C: 1.1228 3.7517 0.0845
C: 2.4481 3.3760 -0.0559
C: 3.1929 3.9219 -1.0884
C: 2.6063 4.8239 -1.9720
C: 1.2722 5.1774 -1.8292
C: 0.5210 4.6373 -0.7940
H: 2.4132 2.8446 3.1997
H: 3.3006 4.3816 4.9478
H: 2.1481 6.5196 5.4048
H: 0.1109 7.1250 4.1398
H: -0.7719 5.5816 2.4097
H: 2.8766 2.6517 0.6260
H: 4.2305 3.6363 -1.2084
H: 3.1908 5.2455 -2.7806
H: 0.8088 5.8571 -2.5328
H: -0.5330 4.8725 -0.6925